The following is a quantum chemistry calculation of a molecular structure, C17H28N4O6PdS, from OMol25.

Positions of all 57 atoms, in Å:
Pd: -0.83100 1.20423 1.36568
O: 0.60442 -2.11296 4.25998
C: 0.37970 -1.44421 3.23337
O: -0.46053 -0.51284 3.10373
C: 1.30879 -1.71868 2.02888
C: 2.17917 -0.48372 1.73724
C: 3.40285 -0.88932 0.89251
C: 2.75798 -1.06543 -0.50833
C: 1.28424 -0.79091 -0.18258
O: 1.41410 0.27035 0.78534
C: 0.69444 -1.96045 0.61266
C: -0.84831 -2.08714 0.51025
O: -1.31081 -3.22313 0.72324
O: -1.47442 -1.05182 0.15981
H: 1.93647 -2.56038 2.32135
H: 2.39328 0.14048 2.60254
H: 3.86648 -1.80195 1.27062
H: 4.15359 -0.09647 0.88759
H: 2.91281 -2.06016 -0.93201
H: 3.13279 -0.32181 -1.21531
H: 0.65529 -0.45739 -0.99867
H: 1.08666 -2.90534 0.22699
C: -3.74018 -0.24702 2.53652
N: -3.57638 1.11248 2.02457
C: -2.40317 1.82221 2.42918
S: -1.95689 3.24334 1.55140
N: -2.19279 1.67608 3.83157
C: -1.07176 2.40223 4.40312
H: -4.58495 -0.70196 2.01628
H: -3.98690 -0.21388 3.59982
H: -2.86171 -0.88027 2.38230
H: -3.59438 1.11711 1.01365
H: -2.02574 0.68475 3.99881
H: -1.14689 3.45689 4.14198
H: -0.10367 2.02804 4.05339
H: -1.11277 2.29782 5.49112
C: -2.00586 0.94243 -1.85255
N: -0.82498 0.50908 -2.57653
C: -0.99279 -0.60946 -3.47540
C: 0.33034 -1.31429 -3.69370
C: 1.34652 -0.29933 -4.16955
N: 1.41233 0.80597 -3.24371
C: 2.53671 1.69187 -3.40212
C: 0.27738 1.31791 -2.60197
O: 0.31004 2.40946 -2.06163
H: -2.52224 0.04829 -1.50263
H: -2.67128 1.54730 -2.48158
H: -1.74768 1.45157 -0.92330
H: -1.42002 -0.28500 -4.43972
H: -1.71202 -1.29078 -3.01886
H: 0.22105 -2.11884 -4.42429
H: 0.66024 -1.74672 -2.74673
H: 1.08157 0.04828 -5.18414
H: 2.34379 -0.74510 -4.23981
H: 3.46827 1.14234 -3.23694
H: 2.45472 2.49260 -2.67383
H: 2.57412 2.13366 -4.40961

As for the total charge: -2. Its gap between HOMO and LUMO is 0.188 hartree. The total energy is -50646.089 eV. The largest force on an atom comes out at 0.015 hartree/bohr.